1.
Computed, not measured: 12 unconnected molecules or ions with the total composition C24H64N23O11, with ωB97M-V/def2-TZVPD.

## Properties
HOMO level ... -2.6 eV
HOMO-LUMO gap ... 4.294 eV
M ... 850.93 g mol⁻¹

```
! wB97M-V def2-TZVPD RIJCOSX def2/J DEFGRID3
* xyz -1 1
O -0.706 -5.771 6.600
O -0.015 -8.686 2.641
O -8.886 -0.983 2.985
O -2.785 -7.451 -1.958
O 8.502 1.125 -1.161
O 5.342 5.524 -5.065
O 0.133 6.747 -3.833
O 7.355 1.090 -5.341
O -0.995 5.843 5.197
O -0.758 -4.344 1.895
O -4.791 -2.382 0.295
N 9.254 1.262 -6.541
N 7.172 2.731 -2.014
N -0.873 5.794 -5.610
N -1.703 7.829 5.991
N 4.270 4.008 -3.788
N -1.747 7.412 3.767
N 1.247 5.223 -5.062
N 9.333 0.613 -4.374
N 6.414 0.607 -1.829
N -0.301 -3.573 6.317
N -1.635 -8.191 4.127
N -0.553 -4.923 4.518
N -4.718 -3.273 2.364
N -9.083 1.203 2.475
N -1.244 -6.408 1.133
N -10.714 -0.253 1.888
N -2.631 -6.603 -4.040
N -6.410 -1.887 1.781
N 0.057 -9.577 4.709
N -2.379 -5.253 -2.241
N 2.126 2.359 -1.642
N 4.527 6.134 -3.055
N 0.779 -5.984 2.055
C -0.428 -5.505 1.706
C 0.167 3.655 -0.389
C 4.750 5.240 -4.035
C 0.663 4.475 2.207
C 8.570 0.995 -5.414
C -1.452 6.957 4.998
C 7.431 1.466 -1.637
C 0.167 5.971 -4.775
C 2.060 -0.716 -0.502
C -0.620 -1.665 -0.601
C 0.526 -0.561 -1.061
C -5.275 -2.506 1.409
C -2.162 -1.599 -1.158
C -2.602 -0.410 -2.201
C -9.521 -0.069 2.481
C 1.105 1.845 -2.632
C -0.467 3.994 1.120
C 1.509 2.716 -0.308
C -1.201 2.643 1.767
C -0.500 -8.810 3.754
C 0.116 0.667 -2.067
C -1.462 0.713 -2.617
C -0.531 -4.817 5.859
C -2.609 -6.496 -2.699
H 10.335 0.529 -4.414
H 5.524 0.868 -2.220
H -2.079 8.750 5.846
H -2.938 -2.418 -0.823
H -2.124 8.327 3.582
H -1.976 2.989 2.604
H -0.154 -2.775 5.723
H 7.911 3.410 -1.886
H -2.232 -4.454 -2.835
H 1.728 1.356 -3.525
H 0.348 4.699 -0.920
H 4.042 5.920 -2.200
H 2.052 5.325 -4.458
H -6.824 -1.976 2.694
H 0.445 2.691 -3.134
H 0.213 4.706 3.274
H 1.304 5.392 1.851
H -1.574 6.787 2.990
H -2.489 -5.828 -4.667
H -0.864 5.160 -6.391
H -5.102 -3.387 3.286
H -3.666 -0.289 -2.681
H -0.375 2.021 2.360
H 2.847 -0.130 -1.140
H 3.780 3.756 -2.946
H 2.067 -0.244 0.594
H -9.591 1.969 2.065
H 4.417 3.305 -4.500
H -0.327 -9.692 5.632
H -1.770 1.577 -3.369
H -0.990 -7.368 0.970
H -2.049 -8.281 5.039
H -11.251 0.487 1.468
H 0.913 -10.061 4.470
H -2.162 -6.089 0.855
H 1.424 -5.336 2.490
H -3.862 -3.756 2.125
H 6.567 -0.356 -1.559
H 10.255 1.189 -6.620
H 1.294 4.578 -5.833
H -1.495 7.525 6.933
H 4.873 7.074 -3.201
H -0.410 -4.149 3.892
H 8.857 0.403 -3.506
H -2.086 -7.604 3.438
H -0.277 -3.449 7.321
H 1.438 3.580 2.354
H 1.069 -6.936 1.908
H -8.189 1.384 2.912
H -11.079 -1.196 1.871
H -1.290 4.856 1.066
H -2.801 -7.522 -4.426
H -0.735 3.138 -0.976
H 8.718 1.552 -7.348
H -6.862 -1.300 1.092
H -2.355 -5.129 -1.237
H -1.745 1.985 0.967
H 6.296 3.031 -2.408
H 2.354 -1.847 -0.356
H 1.252 1.804 0.382
H 2.337 3.341 0.281
H -0.723 -5.843 4.132
H -0.326 -2.535 0.156
H -1.706 6.339 -5.429
*
```

***

2.
Computed, not measured: 2 unconnected molecules or ions with the total composition C4H9NO3SSi, with ωB97M-V/def2-TZVPD.

## Properties
HOMO level ... -8.4 eV
HOMO-LUMO gap ... 8.507 eV
M ... 179.27 g mol⁻¹

```
! wB97M-V def2-TZVPD RIJCOSX def2/J DEFGRID3
* xyz 0 1
S 1.897 -0.454 2.307
Si -0.012 0.016 0.024
O 0.807 -0.012 -1.339
O -0.490 1.427 0.594
O -0.962 -1.218 0.227
N 3.915 -0.745 0.380
C 2.025 0.654 -1.720
C -1.347 1.716 1.612
C 3.118 -0.599 1.205
C -1.015 -2.625 -0.138
H 1.743 1.586 -2.289
H -1.707 -2.762 -1.004
H 2.493 -0.050 -2.426
H 2.740 0.779 -0.946
H -1.252 -3.167 0.724
H -1.372 2.824 1.663
H -1.014 1.493 2.584
H -0.032 -2.959 -0.613
H -2.330 1.211 1.392
*
```

***

3.
Computed, not measured: 2 unconnected molecules or ions with the total composition CH5N3O, with ωB97M-V/def2-TZVPD.

## Properties
HOMO level ... -9.8 eV
HOMO-LUMO gap ... 9.630 eV
M ... 75.07 g mol⁻¹

```
! wB97M-V def2-TZVPD RIJCOSX def2/J DEFGRID3
* xyz 0 1
O 0.341 1.716 -0.098
N -1.676 0.420 0.179
N 1.834 -0.145 0.110
N -0.474 -0.312 -0.641
C 0.596 0.488 -0.233
H -2.426 0.259 -0.522
H 1.686 -1.178 0.244
H -0.712 -1.374 0.230
H 2.717 0.528 -0.180
H -1.887 -0.401 0.911
*
```

***

4.
Computed, not measured: a molecular structure, C21H37N5O6SSr, with ωB97M-V/def2-TZVPD.

## Properties
HOMO level ... -4.7 eV
HOMO-LUMO gap ... 4.592 eV
M ... 575.24 g mol⁻¹

```
! wB97M-V def2-TZVPD RIJCOSX def2/J DEFGRID3
* xyz 0 1
Sr -0.566 -0.463 0.712
S 2.506 0.829 4.509
O -2.566 1.594 0.617
O -0.770 -3.223 0.513
O 1.479 -0.701 2.236
O -3.077 -1.991 0.813
O -1.710 -0.707 3.124
O 1.869 0.411 0.363
N -0.437 4.102 -0.582
N 1.607 2.966 -0.809
N -0.101 -0.582 -1.880
N -0.354 1.964 0.157
N -1.042 0.218 -2.594
C -1.841 -4.117 0.720
C -1.758 3.965 0.046
C 4.755 0.010 1.207
C 2.272 -0.002 1.508
C -2.821 -1.668 3.263
C 0.050 5.370 -1.097
C -3.145 -3.348 0.347
C 3.667 0.222 2.034
C -3.711 -1.600 2.020
C -1.787 -1.075 -4.617
C -1.632 2.415 0.330
C 0.327 3.020 -0.411
C 3.798 0.278 3.462
C 0.522 -3.916 0.447
C 6.210 0.231 3.041
C 6.072 0.034 1.688
C -1.547 1.434 -4.679
C 0.473 0.067 -4.547
C 5.132 0.339 3.890
C -0.956 0.137 -4.055
C -0.907 -0.651 4.383
H -4.016 -3.892 0.747
H -1.962 -0.019 -2.218
H 1.326 -3.231 0.773
H 2.105 3.718 -1.266
H -2.898 -0.958 -4.413
H 0.800 -0.087 -1.855
H -4.613 -2.182 2.172
H -1.121 2.308 -4.182
H -1.493 -2.081 -4.226
H -3.457 -1.449 4.083
H -1.536 -0.276 5.178
H 0.728 -4.314 -0.581
H 5.322 0.486 4.914
H -1.705 -5.013 0.067
H -0.039 0.032 4.214
H -1.851 -4.458 1.743
H 2.154 2.179 -0.500
H 0.485 -4.780 1.147
H 6.900 -0.020 0.967
H 7.211 0.409 3.436
H 4.614 -0.259 0.151
H -3.975 -0.504 1.868
H -2.362 -2.653 3.380
H -1.658 -1.074 -5.721
H -1.895 4.543 1.021
H -2.593 4.177 -0.623
H 0.451 5.289 -2.111
H 0.899 5.791 -0.470
H 1.099 -0.767 -4.149
H -3.234 -3.293 -0.752
H -1.242 1.448 -5.750
H -0.641 -1.650 4.728
H -0.834 6.046 -1.127
H 0.165 -1.513 -2.328
H -2.650 1.459 -4.508
H 0.478 -0.008 -5.653
H 1.029 1.036 -4.316
*
```